Version one
# CH6NO

A cluster of 2 separate species, CH6NO in total (ωB97M-V/def2-TZVPD, OMol25).

Computed properties:
HOMO level	-2.695	eV
frontier orbital gap	7.53	eV

Geometry as ORCA input:
```
! wB97M-V def2-TZVPD RIJCOSX def2/J DEFGRID3
* xyz -1 1
O -0.438 -2.001 -1.014
H -0.006 -2.321 -1.808
C -0.135 0.849 0.937
N 0.577 0.194 -0.169
H -0.413 1.821 0.523
H 0.432 0.997 1.863
H -1.064 0.305 1.085
H 0.077 -0.724 -0.622
H 0.970 0.880 -0.794
*
```

So, what does the Mulliken scheme give us? The charges, in e, come out as:
1 O -1.081
2 H 0.164
3 C -0.616
4 N -0.594
5 H 0.209
6 H 0.157
7 H 0.216
8 H 0.434
9 H 0.111

Version two
# CH6NO

A cluster of 2 separate species, CH6NO in total (ωB97M-V/def2-TZVPD, OMol25).

Computed properties:
HOMO level	-2.310	eV
frontier orbital gap	6.45	eV

Geometry as ORCA input:
```
! wB97M-V def2-TZVPD RIJCOSX def2/J DEFGRID3
* xyz -1 1
O 2.409 0.776 -1.672
H 2.615 0.702 -0.730
C -1.217 -0.163 0.756
N -0.037 -0.435 -0.091
H -1.765 0.743 0.564
H -0.702 0.049 1.694
H -1.828 -1.069 0.794
H -0.309 -0.725 -1.024
H 0.833 0.122 -0.292
*
```

So, what does the Mulliken scheme give us? The charges, in e, come out as:
1 O -1.118
2 H 0.159
3 C -0.623
4 N -0.475
5 H 0.231
6 H 0.240
7 H 0.230
8 H 0.148
9 H 0.207

version one comes first in stability; the runner-up is 0.379 eV higher.

Version one
# C3H4

The molecule C3H4 (ωB97M-V/def2-TZVPD, OMol25).

Computed properties:
HOMO level	-8.946	eV
SMILES	C1=CC1
frontier orbital gap	10.30	eV

Geometry as ORCA input:
```
! wB97M-V def2-TZVPD RIJCOSX def2/J DEFGRID3
* xyz 0 1
C -0.369 -0.789 -0.061
C -0.861 0.430 -0.056
C 0.775 0.107 -0.098
H -0.718 -1.715 0.361
H -1.650 1.143 -0.096
H 1.485 0.232 0.869
H 1.338 0.593 -0.919
*
```

So, what does the Mulliken scheme give us? The charges, in e, come out as:
1 C -0.229
2 C -0.258
3 C -0.528
4 H 0.294
5 H 0.360
6 H 0.144
7 H 0.216

Version two
# C3H4

The molecule C3H4 (ωB97M-V/def2-TZVPD, OMol25).

Computed properties:
HOMO level	-9.398	eV
SMILES	C1=CC1
frontier orbital gap	10.76	eV

Geometry as ORCA input:
```
! wB97M-V def2-TZVPD RIJCOSX def2/J DEFGRID3
* xyz 0 1
C 0.329 -0.126 -0.819
C -0.468 0.744 -0.233
C 0.080 -0.315 0.674
H 0.995 -0.395 -1.548
H -1.230 1.443 -0.294
H -0.555 -1.257 0.943
H 0.850 -0.094 1.278
*
```

So, what does the Mulliken scheme give us? The charges, in e, come out as:
1 C -0.280
2 C -0.332
3 C -0.541
4 H 0.376
5 H 0.346
6 H 0.172
7 H 0.259

version two comes first in stability; the runner-up is 0.467 eV higher.

Version one
# C41H39Cl2GeN8O4Tb

A structure of composition C41H39Cl2GeN8O4Tb (ωB97M-V/def2-TZVPD, OMol25).

Computed properties:
HOMO level (spin up / spin down)	-8.483 / -9.131	eV
⟨S²⟩	16.61
frontier orbital gap (spin up / spin down)	5.51 / 4.46	eV

Geometry as ORCA input:
```
! wB97M-V def2-TZVPD RIJCOSX def2/J DEFGRID3
* xyz 1 8
Tb 12.208 13.655 11.801
Cl 5.673 11.963 14.248
C 7.246 12.546 14.311
C 7.925 12.642 13.064
C 9.266 13.048 12.917
N 9.944 13.055 11.716
C 9.395 12.748 10.494
O 8.209 12.404 10.263
C 10.280 12.853 9.329
C 9.743 12.538 8.034
C 10.434 12.815 6.880
C 11.735 13.396 7.022
C 12.223 13.626 8.292
N 11.555 13.323 9.432
C 9.965 13.438 14.145
C 9.241 13.478 15.363
C 7.900 12.972 15.484
Cl 7.192 12.904 17.025
N 11.285 13.794 14.052
C 12.039 14.222 15.093
O 11.847 14.239 16.330
C 13.441 14.437 14.574
C 14.404 13.622 15.191
C 15.563 13.035 14.625
C 16.100 13.225 13.344
C 15.721 14.314 12.434
N 13.696 15.188 13.428
H 7.459 12.335 12.122
H 8.703 12.143 8.065
H 10.010 12.608 5.886
H 12.346 13.670 6.153
H 13.203 14.123 8.399
H 9.758 13.889 16.238
H 14.102 13.367 16.226
H 16.059 12.328 15.294
H 16.952 12.598 13.080
H 16.633 14.646 11.934
N 14.707 13.839 11.342
C 15.167 15.580 13.121
C 15.394 16.901 12.375
C 15.557 18.198 13.218
C 15.690 18.096 14.759
N 14.362 17.978 15.390
C 13.996 17.596 16.626
N 12.708 17.238 16.802
N 14.834 17.600 17.683
C 12.598 16.112 12.988
O 12.248 17.078 13.674
O 12.142 15.861 11.807
H 15.154 13.073 10.819
H 14.556 14.592 10.665
H 15.625 15.668 14.091
H 14.639 17.116 11.582
H 16.304 16.728 11.815
H 14.753 18.892 12.980
H 16.449 18.740 12.901
H 16.211 18.971 15.156
H 16.348 17.275 14.999
H 13.609 17.796 14.694
H 12.148 17.039 15.974
H 12.444 16.634 17.573
H 15.745 18.029 17.608
H 14.486 17.477 18.645
C 11.665 9.044 10.089
Ge 11.987 9.873 11.821
C 13.723 8.984 12.350
C 14.859 9.702 12.747
C 16.123 9.114 12.845
C 16.300 7.770 12.481
C 15.175 7.012 12.154
C 13.909 7.592 12.109
C 10.669 9.099 13.031
C 9.598 8.400 12.490
C 8.489 8.061 13.309
C 8.419 8.405 14.633
C 9.518 9.061 15.247
C 9.601 9.278 16.622
C 10.756 9.703 17.184
C 11.899 9.951 16.417
C 11.819 9.943 15.059
C 10.698 9.375 14.415
H 11.564 7.920 10.165
H 12.611 9.237 9.476
H 10.819 9.561 9.636
H 14.737 10.747 13.008
H 16.992 9.711 13.206
H 17.318 7.394 12.449
H 15.294 5.933 11.908
H 13.037 6.919 11.950
H 9.558 8.144 11.429
H 7.595 7.592 12.878
H 7.603 8.186 15.319
H 8.698 9.125 17.232
H 10.791 9.890 18.269
H 12.882 10.156 16.873
H 12.629 10.392 14.511
*
```

So, what does the Mulliken scheme give us? The charges, in e, come out as:
1 Tb 0.534
2 Cl -0.224
3 C 0.195
4 C -1.239
5 C 0.274
6 N 0.258
7 C 0.605
8 O -0.791
9 C 0.314
10 C -0.712
11 C -0.373
12 C -0.862
13 C 0.004
14 N 0.249
15 C 0.160
16 C -1.130
17 C 0.079
18 Cl -0.225
19 N 0.727
20 C -0.791
21 O -0.779
22 C 1.589
23 C -1.635
24 C -0.405
25 C -1.206
26 C -0.353
27 N 2.327
28 H 0.795
29 H 0.466
30 H 0.428
31 H 0.393
32 H 0.286
33 H 0.619
34 H 0.522
35 H 0.414
36 H 0.481
37 H 0.645
38 N -0.387
39 C -0.649
40 C -0.620
41 C -1.197
42 C -0.909
43 N -0.082
44 C 0.845
45 N -0.428
46 N -0.410
47 C 0.190
48 O -0.880
49 O -0.703
50 H 0.309
51 H 0.252
52 H 0.400
53 H 0.142
54 H 0.640
55 H 0.433
56 H 0.421
57 H 0.622
58 H 0.463
59 H 0.061
60 H 0.233
61 H 0.275
62 H 0.211
63 H 0.245
64 C -1.497
65 Ge 1.210
66 C -0.042
67 C 0.289
68 C -0.411
69 C -0.533
70 C -0.606
71 C -0.304
72 C 1.392
73 C -0.638
74 C -0.805
75 C -1.020
76 C 1.300
77 C -0.909
78 C -0.485
79 C -1.162
80 C 0.011
81 C -0.563
82 H 0.431
83 H 0.371
84 H 0.441
85 H 0.005
86 H 0.303
87 H 0.388
88 H 0.344
89 H 0.236
90 H 0.328
91 H 0.335
92 H 0.423
93 H 0.364
94 H 0.356
95 H 0.376
96 H -0.048

Version two
# C41H39Cl2GeN8O4Tb

A structure of composition C41H39Cl2GeN8O4Tb (ωB97M-V/def2-TZVPD, OMol25).

Computed properties:
HOMO level (spin up / spin down)	-9.041 / -9.092	eV
⟨S²⟩	16.78
frontier orbital gap (spin up / spin down)	5.88 / 6.04	eV

Geometry as ORCA input:
```
! wB97M-V def2-TZVPD RIJCOSX def2/J DEFGRID3
* xyz 1 8
Tb -2.849 0.214 0.341
Cl -8.644 2.385 3.882
C -7.686 2.034 2.540
C -6.657 1.114 2.833
C -5.732 0.684 1.864
N -4.507 0.026 2.072
C -4.361 -0.880 3.085
O -4.967 -0.906 4.182
C -3.315 -1.906 2.921
C -3.326 -3.029 3.723
C -2.639 -4.178 3.336
C -1.801 -4.046 2.211
C -1.756 -2.841 1.533
N -2.618 -1.831 1.764
C -5.864 1.288 0.560
C -6.940 2.181 0.240
C -7.785 2.605 1.273
Cl -8.891 3.798 0.905
N -4.915 0.957 -0.438
C -4.918 1.473 -1.691
O -5.896 2.015 -2.274
C -3.722 1.381 -2.536
C -3.719 1.795 -3.867
C -2.611 1.720 -4.600
C -1.370 1.298 -3.963
C -1.423 0.907 -2.654
N -2.567 0.958 -1.928
H -6.593 0.724 3.856
H -3.860 -2.981 4.709
H -2.669 -5.144 3.916
H -1.146 -4.890 1.882
H -1.158 -2.736 0.645
H -7.016 2.567 -0.751
H -4.671 2.140 -4.283
H -2.597 1.860 -5.630
H -0.396 1.412 -4.468
H -0.641 0.217 -2.299
N -1.981 2.285 1.146
C -0.533 2.301 1.584
C -0.525 2.240 3.143
C 0.921 2.200 3.796
C 1.587 3.580 4.086
N 1.425 4.716 3.177
C 2.059 4.819 1.994
N 2.025 6.004 1.321
N 2.718 3.748 1.560
C 0.195 1.150 0.933
O 1.446 1.137 0.963
O -0.591 0.256 0.423
H -2.228 2.987 0.444
H -2.599 2.430 1.889
H 0.015 3.244 1.319
H -0.918 1.212 3.346
H -1.211 2.873 3.715
H 1.652 1.648 3.218
H 0.902 1.628 4.702
H 2.695 3.396 4.184
H 1.187 3.881 5.059
H 0.646 5.368 3.423
H 1.315 6.622 1.657
H 2.512 6.094 0.426
H 2.361 2.787 1.661
H 3.224 3.854 0.717
C 1.974 -4.352 -3.535
Ge 2.038 -2.709 -2.355
C 2.645 -3.068 -0.460
C 2.300 -4.315 0.126
C 2.657 -4.552 1.423
C 3.376 -3.628 2.163
C 3.745 -2.398 1.625
C 3.312 -2.125 0.345
C 3.475 -1.576 -3.024
C 3.183 -0.197 -3.087
C 4.036 0.645 -3.819
C 5.105 0.154 -4.580
C 5.539 -1.123 -4.347
C 6.795 -1.594 -4.787
C 7.247 -2.904 -4.544
C 6.399 -3.805 -3.934
C 5.096 -3.403 -3.552
C 4.682 -1.995 -3.605
H 2.502 -4.160 -4.478
H 0.928 -4.648 -3.615
H 2.383 -5.250 -3.090
H 1.671 -5.052 -0.391
H 2.351 -5.461 1.908
H 3.694 -3.881 3.136
H 4.335 -1.715 2.236
H 3.535 -1.171 -0.192
H 2.292 0.152 -2.529
H 4.016 1.754 -3.721
H 5.767 0.768 -5.155
H 7.483 -0.926 -5.347
H 8.251 -3.279 -4.750
H 6.625 -4.892 -3.766
H 4.489 -4.135 -3.077
*
```

So, what does the Mulliken scheme give us? The charges, in e, come out as:
1 Tb 0.526
2 Cl -0.206
3 C 0.260
4 C -0.539
5 C -0.489
6 N -0.027
7 C 0.372
8 O -0.736
9 C 0.410
10 C -0.566
11 C -0.331
12 C -0.638
13 C -0.301
14 N 0.049
15 C 0.177
16 C -0.861
17 C 0.261
18 Cl -0.211
19 N -0.142
20 C 0.230
21 O -0.768
22 C 0.558
23 C -0.802
24 C -0.385
25 C -0.774
26 C -0.449
27 N 0.128
28 H 0.557
29 H 0.406
30 H 0.362
31 H 0.373
32 H 0.500
33 H 0.809
34 H 0.493
35 H 0.513
36 H 0.472
37 H 0.663
38 N -0.313
39 C 0.589
40 C -0.864
41 C -0.682
42 C -0.996
43 N -0.093
44 C 0.607
45 N -0.434
46 N -0.195
47 C 0.342
48 O -0.750
49 O -0.368
50 H 0.353
51 H 0.363
52 H 0.079
53 H 0.276
54 H 0.505
55 H 0.249
56 H 0.562
57 H 0.363
58 H 0.422
59 H 0.322
60 H 0.200
61 H 0.242
62 H 0.072
63 H 0.259
64 C -1.483
65 Ge 0.540
66 C 0.306
67 C -0.434
68 C -0.641
69 C -0.410
70 C -0.749
71 C -0.031
72 C 0.227
73 C -0.347
74 C -0.709
75 C -0.959
76 C 0.996
77 C -0.704
78 C -0.529
79 C -0.702
80 C -0.648
81 C 0.825
82 H 0.433
83 H 0.465
84 H 0.445
85 H 0.312
86 H 0.452
87 H 0.454
88 H 0.408
89 H 0.161
90 H 0.334
91 H 0.292
92 H 0.389
93 H 0.283
94 H 0.375
95 H 0.333
96 H 0.309

version two comes first in stability; the runner-up is 5.139 eV higher.